1.
72
Properties=species:S:1:pos:R:3:forces:R:3 method="wB97M-V/def2-TZVPD" multiplicity=5 total_charge=+4 de_lowest_ev=3.5660 total_energy_ha=-2513.534183 homo_ev="-18.6 / -19.4" molar_mass_da=655.7 lumo_ev="-11.36 / -14.60"
Pt 0.6442 -1.1770 -0.3814 -2.5 1.2 -0.6
P 2.6626 -0.7957 -1.2464 0.5 -0.4 0.0
P -0.6434 1.0815 -2.3880 -0.6 2.2 -3.6
P 0.4648 -1.0373 1.8764 0.4 -0.2 1.9
H -3.0261 -0.2414 -0.8893 -0.7 0.3 0.3
C -3.1146 0.0502 0.1598 0.5 0.8 0.7
C -2.9857 1.3089 0.6379 0.9 -1.0 -0.6
H -2.9132 2.1893 -0.0201 -0.1 -0.5 0.3
C 2.7169 -2.3057 -2.2519 0.2 0.0 -0.2
C 3.0634 0.6900 -2.2044 0.1 0.2 -0.2
C 3.7467 -0.8174 0.2211 0.1 0.0 0.0
C -2.3542 1.4898 -3.0064 -1.0 -0.2 1.3
C 0.1067 2.7934 -2.5582 0.4 -0.2 1.4
C -0.1111 0.3931 -4.0383 0.8 -1.2 0.6
C -1.0270 -1.1496 2.8972 -0.3 0.3 -0.2
C 1.3458 0.3961 2.5927 -0.1 0.1 0.0
C 1.4041 -2.5005 2.4335 0.1 0.1 0.0
H -3.2574 -0.7719 0.8670 0.2 0.3 -0.2
H -2.7493 1.4638 1.7020 -0.9 0.0 -0.4
H 3.7408 -2.5250 -2.5598 0.0 -0.2 -0.1
H 2.0669 -2.1692 -3.1273 0.3 0.1 0.1
H 2.2889 -3.1533 -1.6944 0.4 0.3 0.0
H 4.0667 0.5742 -2.6371 -0.1 0.0 0.1
H 3.0630 1.5908 -1.5731 0.1 -0.4 0.0
H 2.3557 0.8829 -3.0207 0.3 -0.3 0.3
H 4.7636 -1.1096 -0.0573 0.0 0.1 0.0
H 3.3962 -1.5020 1.0056 0.1 0.0 -0.5
H 3.7582 0.1808 0.6833 0.1 -0.2 -0.4
H -2.2494 1.7682 -4.0666 0.1 -0.1 0.5
H -2.8035 2.3207 -2.4442 0.3 -0.2 -0.1
H -3.0683 0.6574 -2.9095 0.4 0.1 -0.2
H -0.0665 3.1807 -3.5649 -0.2 -0.4 -0.1
H 1.1849 2.8057 -2.3613 -0.2 -0.2 -0.2
H -0.3368 3.4825 -1.8309 -0.1 -0.2 -0.2
H -0.6022 0.9442 -4.8501 0.1 0.0 0.4
H -0.4166 -0.6586 -4.1080 0.0 0.2 -0.1
H 0.9723 0.4321 -4.1872 -0.3 0.0 0.0
H -0.7496 -1.5534 3.8853 0.0 0.2 -0.4
H -1.7732 -1.7992 2.4277 0.1 0.1 0.2
H -1.4181 -0.1329 3.0153 -0.2 -0.3 0.0
H 1.3926 0.2679 3.6856 -0.1 0.0 -0.3
H 0.7440 1.2832 2.3580 0.2 -0.3 0.2
H 2.3752 0.5425 2.2291 -0.5 -0.2 0.0
H 0.7320 -3.3002 2.7701 0.1 0.3 0.0
H 2.0018 -2.1137 3.2710 0.1 -0.5 -0.1
H 2.0236 -2.9380 1.6440 0.1 0.1 0.4
C -1.5553 -4.4334 0.2102 0.1 0.0 0.2
C -1.3765 -5.8424 0.0949 -0.1 -0.8 -0.1
C -2.4071 -6.7254 0.3758 0.8 0.5 -0.3
C -3.6427 -6.2041 0.7899 0.2 -1.0 0.0
C -3.8365 -4.8246 0.9386 0.4 1.3 -0.1
C -2.8014 -3.9372 0.6407 -0.8 -0.3 0.3
S -0.0903 -3.6163 -0.1161 0.5 0.3 -0.5
H 0.7226 0.4415 -0.6577 0.0 -1.1 0.6
H -0.3937 -6.1861 -0.2235 -0.3 -0.2 0.1
H -2.2108 -7.7939 0.2434 -0.4 0.4 0.2
H -4.4368 -6.9204 1.0019 0.0 0.4 0.0
H -4.8037 -4.4310 1.2769 0.5 -0.3 -0.2
H -2.9279 -2.8700 0.7444 -0.2 0.0 0.0
N 1.0332 6.9341 1.8605 -0.3 -1.8 -0.3
C 0.7773 5.6357 1.5569 0.1 1.3 0.1
C -0.5280 5.0988 1.6805 -0.7 -0.4 0.1
C -0.7332 3.7545 1.3674 -0.1 0.7 0.2
N 0.2392 2.9439 0.9473 0.0 0.0 -0.1
C 1.4769 3.4360 0.8326 0.4 1.1 0.2
C 1.7963 4.7692 1.0914 0.6 -0.8 -0.2
H 0.3125 7.5499 2.2145 -0.2 0.2 0.1
H 1.9707 7.3088 1.7983 0.2 0.2 0.0
H -1.3618 5.7198 2.0044 0.2 -0.1 0.0
H -1.7155 3.3038 1.4577 0.1 0.3 0.0
H 2.2649 2.7428 0.5411 -0.2 0.2 0.0
H 2.8126 5.1280 0.9422 -0.1 0.0 0.1

---

2.
9
Properties=species:S:1:pos:R:3:forces:R:3 method="wB97M-V/def2-TZVPD" total_charge=0 de_lowest_ev=0.4294 total_energy_ha=-520.717817 homo_ev=-10.1 molar_mass_da=128.0 lumo_ev=-0.52
C 0.6885 0.5096 -0.0020 0.9 -1.1 1.1
C 0.0049 -0.1290 -2.2482 0.5 -0.8 -0.3
N 1.5792 0.5300 -0.8530 0.3 1.5 2.8
N 1.1721 0.1582 -2.0806 0.5 -0.4 -2.8
N -0.2530 0.4762 0.7563 0.3 1.7 0.7
N -0.6031 -0.1884 1.9963 0.3 -0.1 -1.6
O -1.7470 -0.4469 1.9882 -2.2 -0.7 0.4
O 0.1937 -0.3454 2.8540 1.3 0.2 0.4
O -1.0353 -0.5643 -2.4109 -2.0 -0.3 -0.6

---

3.
15
Properties=species:S:1:pos:R:3:forces:R:3 method="wB97M-V/def2-TZVPD" total_charge=0 de_lowest_ev=4.3753 total_energy_ha=-341.842854 homo_ev="-7.7 / -7.7" molar_mass_da=100.1 lumo_ev="-0.03 / -0.03"
C -1.6817 0.5188 -0.1762 0.0 0.1 0.1
N 1.4155 0.6206 -1.0991 -0.2 -0.3 0.4
C 1.1672 -0.7215 0.5497 0.2 -0.2 0.1
N 0.7795 0.1147 1.5619 -0.1 0.0 -0.1
C 0.5244 -0.4228 -1.1184 -0.2 0.1 -0.2
C -0.8128 -0.5568 -0.7226 0.5 0.0 0.2
O 1.8341 -1.7004 0.6292 -0.3 0.5 -0.2
H 0.9614 1.4696 -0.7506 0.0 -0.1 0.0
H 1.4201 0.0772 2.3426 0.0 0.0 -0.1
H 0.4894 1.0450 1.3137 0.0 0.0 -0.1
H 0.9245 -1.2961 -1.6269 0.0 0.0 0.1
H -1.2319 -1.5524 -0.8024 0.0 0.0 0.0
H -1.2785 1.5180 -0.3641 0.0 0.0 0.0
H -1.8409 0.4124 0.9048 0.0 0.0 -0.1
H -2.6703 0.4738 -0.6416 0.1 0.0 0.0

---

4.
23
Properties=species:S:1:pos:R:3:forces:R:3 method="wB97M-V/def2-TZVPD" total_charge=0 total_energy_ha=-3052.382537 homo_ev="-7.4 / -7.4" molar_mass_da=432.4 lumo_ev="-4.04 / -4.03"
C 0.9369 -1.2340 -1.3612 -1.2 1.5 -0.7
C -0.4416 -1.2689 -1.7111 -0.5 -0.6 0.5
C -1.1162 -2.1166 -0.7692 0.4 1.6 -1.5
C -0.1466 -2.5803 0.1703 2.5 0.1 0.6
C 1.1254 -2.0465 -0.2071 -1.3 -1.5 2.3
Pb -0.3840 0.4092 1.2466 0.5 -1.4 1.1
C -1.8067 1.9903 -0.7966 1.4 0.2 0.3
C -0.4703 2.1111 -0.9812 -2.0 1.7 -2.9
C 0.4938 2.4557 -1.8287 0.8 0.0 0.4
N 1.3284 1.4332 0.3966 2.2 -2.3 1.0
H -2.1841 -2.3664 -0.7852 0.6 0.1 0.0
H -0.9001 -0.7668 -2.5665 0.2 -0.2 0.4
H -0.3317 -3.2733 1.0046 0.1 0.5 -0.6
H 2.0914 -2.2557 0.2731 -0.7 0.1 -0.2
H 1.7077 -0.6771 -1.8936 -0.2 -0.3 0.1
H -2.4268 1.4640 -1.5303 0.3 -0.5 0.6
H 2.2530 0.9691 0.7335 -1.6 0.9 -0.3
H -2.3090 2.4767 0.0442 0.1 0.2 -0.4
H 0.2651 3.0124 -2.7557 -0.2 0.0 0.9
H 1.5670 2.2509 -1.6213 -1.2 -0.1 -0.4
Se 0.0672 -0.2734 6.5037 -0.1 -0.1 0.5
C 0.2608 0.0332 4.7946 0.1 0.3 -1.6
N 0.4204 0.2530 3.6405 -0.4 -0.1 0.0

---

5.
16
Properties=species:S:1:pos:R:3:forces:R:3 method="wB97M-V/def2-TZVPD" total_charge=0 de_lowest_ev=0.7955 total_energy_ha=-308.868927 homo_ev=-9.7 molar_mass_da=90.1 lumo_ev=0.76
O 1.5192 0.7433 -1.3526 -0.2 -0.1 -0.2
C 1.7288 0.2100 -0.0692 0.2 -0.1 0.4
C 0.5981 0.4560 0.9414 0.0 0.1 -0.1
C -0.6189 -0.4774 0.8881 0.0 -0.1 0.0
C -1.5868 -0.2986 -0.2764 -0.1 0.0 0.3
O -0.9127 -0.4512 -1.5261 -0.1 0.1 -0.2
H 0.7190 0.3065 -1.6856 0.1 0.1 0.0
H 1.9552 -0.8715 -0.1134 -0.1 0.2 0.0
H 2.6245 0.7131 0.3055 0.0 -0.1 0.0
H 0.2638 1.4958 0.8390 0.1 0.0 0.0
H 1.0476 0.3684 1.9426 -0.2 0.0 -0.2
H -1.2118 -0.3199 1.7994 0.0 0.0 -0.1
H -0.2797 -1.5177 0.9317 0.0 0.0 -0.1
H -2.0573 0.6928 -0.1965 0.1 -0.1 -0.2
H -2.3832 -1.0570 -0.2113 0.2 0.2 0.0
H -1.4057 0.0075 -2.2167 0.0 -0.2 0.1

---

6.
16
Properties=species:S:1:pos:R:3:forces:R:3 method="wB97M-V/def2-TZVPD" total_charge=+1 de_lowest_ev=0.0000 total_energy_ha=-973.629458 homo_ev=-13.5 molar_mass_da=356.9 lumo_ev=-4.67
N -0.1907 -0.0041 -1.6721 0.9 1.6 -1.6
C -0.3875 0.1795 -0.2600 0.1 -0.2 1.0
I -2.4836 0.6065 0.2393 0.6 0.0 -0.1
C -0.1073 -1.2075 0.3104 0.2 -1.8 0.4
N -0.0667 -1.6278 1.5701 -0.9 0.8 -0.2
O 0.1860 -2.0530 -0.5839 0.7 0.4 -0.1
C 0.5615 1.1961 0.3724 -1.4 0.0 4.0
O 0.3612 2.3764 -0.1904 0.8 0.3 -3.5
I 2.6518 0.5373 0.2346 -0.6 0.2 0.0
H -1.0488 0.1647 -2.1630 -0.5 -0.4 -0.4
H 0.4984 0.6300 -2.1747 -0.7 -0.8 1.5
H -0.7806 -1.3044 2.2102 0.4 0.4 0.2
H 0.2760 -2.5653 1.7298 -0.1 -0.1 -0.2
H 0.2515 -1.3428 -1.4026 -0.4 -0.7 -0.6
H 0.2349 1.2991 1.5071 1.2 -0.8 -1.9
H 0.0438 3.1154 0.2726 -0.5 1.1 1.6